Record 1
{"formula": "C25H70N6O12", "method": "the ωB97M-V functional and the def2-TZVPD basis", "smiles": "COCCNCCOC.COCCNCCOC.COCCNCCOC.COCCNCCOC.NC(N)=O.O.O.O", "e_above_lowest_kj_mol": 256.9, "species": ["C", "O", "N", "N", "H", "H", "H", "H", "C", "O", "C", "C", "N", "C", "C", "O", "C", "H", "H", "H", "H", "H", "H", "H", "H", "H", "H", "H", "H", "H", "H", "H", "C", "O", "C", "C", "N", "C", "C", "O", "C", "H", "H", "H", "H", "H", "H", "H", "H", "H", "H", "H", "H", "H", "H", "H", "C", "O", "C", "C", "N", "C", "C", "O", "C", "H", "H", "H", "H", "H", "H", "H", "H", "H", "H", "H", "H", "H", "H", "H", "C", "O", "C", "C", "N", "C", "C", "O", "C", "H", "H", "H", "H", "H", "H", "H", "H", "H", "H", "H", "H", "H", "H", "H", "O", "H", "H", "O", "H", "H", "O", "H", "H"], "positions_angstrom": [[-6.527, -2.168, 6.111], [-6.352, -2.999, 6.934], [-6.340, -2.233, 4.852], [-6.993, -1.020, 6.415], [-5.850, -3.018, 4.446], [-6.601, -1.481, 4.231], [-7.093, -0.779, 7.391], [-7.344, -0.503, 5.622], [0.557, 4.890, 0.735], [-0.021, 3.948, 1.565], [-0.785, 4.481, 2.625], [-1.244, 3.388, 3.623], [-2.122, 3.846, 4.672], [-2.458, 2.792, 5.635], [-2.728, 3.447, 7.028], [-1.568, 4.133, 7.404], [-1.480, 4.312, 8.817], [-0.260, 5.519, 0.382], [1.097, 4.415, -0.084], [1.284, 5.459, 1.315], [-1.639, 4.948, 2.134], [-0.218, 5.290, 3.086], [-0.443, 2.894, 4.172], [-1.722, 2.606, 3.034], [-1.559, 4.438, 5.265], [-1.618, 2.156, 5.916], [-3.220, 2.068, 5.348], [-2.962, 2.664, 7.750], [-3.598, 4.096, 6.927], [-1.527, 3.345, 9.319], [-2.321, 4.793, 9.315], [-0.590, 4.931, 8.937], [5.159, -9.532, -5.997], [4.571, -8.271, -5.565], [3.845, -7.532, -6.532], [3.394, -6.300, -5.653], [2.146, -6.591, -4.886], [1.653, -5.411, -4.182], [0.372, -5.725, -3.314], [0.338, -6.868, -2.480], [1.039, -6.811, -1.274], [4.351, -10.180, -6.337], [5.612, -10.012, -5.130], [5.935, -9.338, -6.737], [3.023, -8.119, -6.940], [4.516, -7.143, -7.299], [3.048, -5.610, -6.422], [4.153, -5.848, -5.014], [2.386, -7.347, -4.260], [1.532, -4.658, -4.961], [2.392, -5.045, -3.469], [-0.412, -5.960, -4.034], [-0.130, -4.918, -2.781], [0.617, -6.077, -0.587], [2.099, -6.691, -1.497], [1.051, -7.780, -0.774], [2.716, -0.582, 7.528], [2.387, -0.858, 6.189], [1.716, -2.087, 5.943], [2.013, -2.283, 4.437], [3.452, -2.340, 4.167], [4.205, -3.559, 4.542], [5.748, -3.271, 4.454], [6.097, -2.024, 5.066], [7.466, -1.957, 5.401], [3.520, -1.252, 7.834], [1.878, -0.778, 8.196], [3.110, 0.432, 7.607], [0.658, -1.976, 6.182], [2.118, -2.959, 6.458], [1.659, -1.382, 3.935], [1.497, -3.137, 3.997], [3.838, -1.587, 4.719], [3.886, -4.430, 3.969], [4.036, -3.689, 5.611], [6.044, -3.263, 3.406], [6.333, -4.130, 4.784], [8.099, -2.132, 4.531], [7.813, -2.722, 6.094], [7.718, -0.968, 5.784], [-2.362, 3.505, -4.786], [-2.525, 4.568, -5.729], [-1.407, 4.804, -6.611], [-1.552, 6.294, -7.071], [-0.875, 6.413, -8.366], [-0.764, 7.781, -8.916], [-2.167, 8.255, -9.518], [-2.895, 8.676, -8.428], [-4.306, 8.545, -8.537], [-3.144, 3.439, -4.029], [-1.410, 3.625, -4.269], [-2.436, 2.534, -5.276], [-1.543, 4.180, -7.494], [-0.455, 4.597, -6.122], [-1.024, 6.854, -6.299], [-2.573, 6.658, -7.190], [-1.349, 5.937, -9.121], [-0.060, 7.800, -9.747], [-0.446, 8.443, -8.110], [-2.610, 7.506, -10.174], [-1.877, 9.153, -10.063], [-4.649, 9.120, -9.398], [-4.812, 8.916, -7.646], [-4.652, 7.540, -8.779], [0.656, -0.339, -0.787], [-0.150, -0.567, -0.325], [0.886, 0.529, -0.456], [-5.340, -3.204, -1.621], [-5.303, -4.127, -1.369], [-6.156, -3.123, -2.115], [-2.700, -1.243, 0.907], [-3.142, -1.669, 1.642], [-3.302, -1.352, 0.171]], "lowdin_charge": [-0.876, 0.074, 0.167, 0.159, 0.125, 0.112, 0.130, 0.110, -0.130, -0.208, -0.205, -0.200, -0.065, -0.202, -0.239, -0.199, -0.094, 0.088, 0.090, 0.086, 0.119, 0.117, 0.116, 0.122, 0.092, 0.106, 0.114, 0.114, 0.121, 0.083, 0.082, 0.094, -0.076, -0.234, -0.200, -0.184, -0.075, -0.200, -0.201, -0.201, -0.122, 0.081, 0.081, 0.081, 0.120, 0.111, 0.103, 0.117, 0.098, 0.116, 0.100, 0.111, 0.116, 0.088, 0.082, 0.084, -0.105, -0.216, -0.208, -0.195, -0.068, -0.170, -0.209, -0.185, -0.123, 0.083, 0.084, 0.090, 0.118, 0.108, 0.112, 0.113, 0.081, 0.116, 0.096, 0.113, 0.111, 0.082, 0.082, 0.089, -0.110, -0.212, -0.184, -0.182, -0.087, -0.168, -0.237, -0.208, -0.099, 0.080, 0.080, 0.080, 0.111, 0.116, 0.120, 0.105, 0.093, 0.101, 0.115, 0.121, 0.111, 0.081, 0.090, 0.083, -0.053, 0.013, 0.025, -0.053, 0.030, 0.030, -0.045, 0.026, 0.026]}

=====

Record 2
{"formula": "C25H72BF7N6O9S", "method": "the ωB97M-V functional and the def2-TZVPD basis", "e_above_lowest_kj_mol": 0.0, "total_charge": 4, "species": ["B", "F", "F", "F", "F", "C", "C", "C", "O", "C", "N", "H", "H", "H", "H", "H", "H", "H", "H", "H", "H", "H", "H", "C", "C", "C", "O", "C", "N", "H", "H", "H", "H", "H", "H", "H", "H", "H", "H", "H", "H", "C", "C", "C", "O", "C", "N", "H", "H", "H", "H", "H", "H", "H", "H", "H", "H", "H", "H", "C", "C", "C", "O", "C", "N", "H", "H", "H", "H", "H", "H", "H", "H", "H", "H", "H", "H", "C", "C", "C", "O", "C", "N", "H", "H", "H", "H", "H", "H", "H", "H", "H", "H", "H", "H", "C", "C", "C", "O", "C", "N", "H", "H", "H", "H", "H", "H", "H", "H", "H", "H", "H", "H", "C", "F", "F", "F", "S", "O", "O", "O"], "positions_angstrom": [[-0.945, 0.026, 0.799], [-1.147, 0.441, -0.547], [-0.386, -1.250, 0.678], [-0.007, 0.886, 1.415], [-2.147, -0.063, 1.503], [-4.307, 0.260, -3.260], [-4.275, 0.975, -4.610], [-3.202, 0.391, -5.501], [-2.997, 1.289, -6.562], [-2.278, 0.728, -7.653], [-5.617, 0.953, -5.302], [-6.412, 1.325, -4.783], [-5.640, 1.367, -6.245], [-5.822, -0.020, -5.574], [-5.261, 0.381, -2.738], [-3.544, 0.732, -2.646], [-4.180, -0.818, -3.351], [-4.094, 2.043, -4.484], [-3.550, -0.588, -5.861], [-2.262, 0.353, -4.943], [-2.839, -0.093, -8.105], [-1.256, 0.431, -7.403], [-2.202, 1.522, -8.394], [-5.173, 1.422, 0.258], [-4.598, 2.253, 1.387], [-4.609, 1.618, 2.754], [-3.739, 2.340, 3.582], [-3.142, 1.551, 4.583], [-3.129, 2.650, 1.054], [-2.483, 1.849, 1.022], [-3.070, 3.158, 0.174], [-2.825, 3.282, 1.800], [-4.526, 0.627, -0.116], [-5.376, 2.056, -0.610], [-6.128, 0.991, 0.552], [-4.956, 3.285, 1.385], [-4.297, 0.569, 2.663], [-5.648, 1.583, 3.104], [-3.881, 1.062, 5.221], [-2.490, 2.156, 5.211], [-2.479, 0.771, 4.177], [3.637, -2.669, -2.818], [3.346, -1.218, -2.473], [3.630, -0.274, -3.597], [3.428, 1.085, -3.291], [3.968, 2.009, -4.225], [1.898, -1.066, -2.028], [1.304, -1.416, -2.787], [1.716, -1.615, -1.166], [1.547, -0.108, -1.970], [3.468, -3.315, -1.959], [4.696, -2.676, -3.070], [2.978, -3.016, -3.616], [3.910, -0.956, -1.574], [2.983, -0.550, -4.447], [4.669, -0.407, -3.917], [3.315, 2.088, -5.093], [5.022, 1.780, -4.387], [3.977, 2.984, -3.736], [4.446, 2.702, -0.505], [5.337, 3.930, -0.446], [6.599, 3.846, -1.266], [6.317, 3.901, -2.668], [7.553, 3.750, -3.351], [4.535, 5.166, -0.879], [3.898, 4.990, -1.656], [4.002, 5.430, -0.048], [5.125, 5.975, -1.093], [4.845, 1.845, 0.034], [4.214, 2.341, -1.510], [3.450, 2.905, -0.088], [5.569, 4.118, 0.602], [7.016, 2.852, -1.070], [7.325, 4.640, -1.073], [7.382, 3.855, -4.424], [7.950, 2.726, -3.336], [8.309, 4.466, -3.032], [-1.847, -5.042, 3.621], [-2.493, -3.959, 2.790], [-3.953, -3.701, 2.980], [-4.375, -2.672, 2.117], [-5.737, -2.309, 2.351], [-1.780, -2.630, 2.968], [-2.305, -1.906, 2.458], [-1.846, -2.341, 3.949], [-0.790, -2.594, 2.693], [-1.368, -4.636, 4.517], [-1.139, -5.607, 3.026], [-2.595, -5.704, 4.060], [-2.267, -4.146, 1.738], [-4.123, -3.418, 4.032], [-4.511, -4.616, 2.756], [-6.021, -1.605, 1.570], [-5.860, -1.844, 3.330], [-6.349, -3.200, 2.197], [2.552, 1.501, 4.200], [2.159, 0.050, 4.234], [0.859, -0.298, 4.908], [0.573, -1.670, 4.798], [1.435, -2.516, 5.565], [2.088, -0.451, 2.791], [1.946, -1.481, 2.789], [1.204, -0.107, 2.378], [2.903, -0.177, 2.255], [1.971, 2.093, 3.491], [3.616, 1.631, 4.000], [2.410, 1.939, 5.190], [3.020, -0.508, 4.601], [0.003, 0.174, 4.412], [0.867, 0.053, 5.945], [1.476, -2.170, 6.599], [2.435, -2.554, 5.123], [1.079, -3.542, 5.537], [0.683, -4.888, 0.348], [-0.494, -4.268, 0.139], [0.489, -5.925, 1.140], [1.128, -5.288, -0.840], [1.943, -3.747, 1.063], [2.267, -2.861, -0.063], [1.256, -3.084, 2.167], [3.050, -4.570, 1.404]], "lowdin_charge": [-1.258, 0.086, 0.126, 0.097, 0.126, -0.029, -0.312, -0.207, -0.185, -0.068, 0.236, 0.181, 0.186, 0.184, 0.080, 0.083, 0.101, 0.160, 0.147, 0.145, 0.100, 0.096, 0.103, -0.030, -0.261, -0.192, -0.164, -0.076, 0.229, 0.113, 0.170, 0.165, 0.082, 0.085, 0.100, 0.163, 0.118, 0.158, 0.107, 0.102, 0.070, -0.007, -0.322, -0.200, -0.220, -0.068, 0.220, 0.170, 0.098, 0.155, 0.076, 0.108, 0.103, 0.155, 0.148, 0.146, 0.103, 0.101, 0.069, -0.031, -0.281, -0.183, -0.199, -0.085, 0.243, 0.170, 0.172, 0.183, 0.097, 0.060, 0.087, 0.159, 0.148, 0.142, 0.102, 0.104, 0.103, 0.006, -0.304, -0.195, -0.200, -0.065, 0.230, 0.118, 0.157, 0.112, 0.092, 0.081, 0.104, 0.143, 0.150, 0.154, 0.078, 0.097, 0.104, -0.031, -0.309, -0.180, -0.217, -0.045, 0.232, 0.102, 0.115, 0.165, 0.086, 0.092, 0.104, 0.153, 0.128, 0.150, 0.108, 0.093, 0.098, -0.666, 0.113, 0.166, 0.151, 0.520, -0.353, -0.349, -0.230]}

=====

Record 3
{"formula": "C25H72N4O11", "method": "the ωB97M-V functional and the def2-TZVPD basis", "e_above_lowest_kj_mol": 1675.1, "species": ["C", "O", "H", "H", "H", "H", "C", "O", "H", "H", "H", "H", "C", "O", "N", "N", "H", "H", "H", "H", "C", "O", "N", "N", "H", "H", "H", "H", "C", "C", "C", "O", "H", "H", "H", "H", "H", "H", "H", "H", "C", "C", "C", "O", "H", "H", "H", "H", "H", "H", "H", "H", "C", "C", "C", "O", "H", "H", "H", "H", "H", "H", "H", "H", "C", "C", "C", "O", "H", "H", "H", "H", "H", "H", "H", "H", "C", "C", "C", "O", "H", "H", "H", "H", "H", "H", "H", "H", "C", "C", "C", "O", "H", "H", "H", "H", "H", "H", "H", "H", "C", "C", "C", "O", "H", "H", "H", "H", "H", "H", "H", "H"], "positions_angstrom": [[1.440, -3.000, 1.811], [1.783, -3.293, 3.096], [2.206, -2.850, 1.043], [0.896, -2.089, 1.678], [0.792, -3.788, 1.420], [0.960, -3.429, 3.578], [-1.029, 0.444, 3.507], [-1.957, 1.041, 2.671], [-0.716, 1.040, 4.322], [-0.108, 0.210, 2.949], [-1.466, -0.445, 3.951], [-2.596, 1.531, 3.219], [3.442, -0.602, 2.924], [2.485, 0.118, 2.155], [3.345, -0.728, 4.258], [4.449, 0.130, 3.141], [3.371, -1.754, 4.456], [2.310, -0.598, 4.478], [5.150, -0.445, 2.617], [4.438, 0.987, 2.402], [-1.665, 0.486, -4.022], [-1.909, 0.100, -5.307], [-0.456, 0.810, -3.751], [-2.428, 0.817, -3.006], [0.203, 0.498, -4.468], [-0.083, 0.843, -2.750], [-3.421, 0.510, -3.013], [-1.932, 0.858, -2.133], [-4.339, -1.850, -2.408], [-5.367, -0.865, -1.863], [-5.651, -0.892, -0.324], [-5.231, 0.289, -2.320], [-3.460, -2.049, -1.726], [-3.916, -1.771, -3.430], [-4.856, -2.885, -2.377], [-6.182, -1.339, -2.444], [-6.661, -0.423, -0.112], [-4.933, -0.241, 0.122], [-5.751, -1.920, 0.147], [-5.972, 0.789, -2.033], [-3.630, 2.586, -0.195], [-2.800, 3.260, -1.214], [-2.774, 4.717, -0.885], [-1.551, 3.021, -1.321], [-4.094, 1.693, -0.638], [-4.465, 3.172, 0.147], [-2.975, 2.314, 0.579], [-3.205, 3.038, -2.152], [-2.646, 4.897, 0.179], [-3.743, 5.063, -1.218], [-2.053, 5.264, -1.505], [-1.246, 3.138, -0.441], [-1.139, -0.724, -0.201], [0.290, -0.173, -0.445], [1.190, -1.228, -1.207], [0.340, 0.870, -1.049], [-1.792, -0.063, 0.281], [-1.087, -1.642, 0.432], [-1.602, -1.093, -1.063], [0.649, 0.066, 0.528], [2.204, -0.981, -0.944], [1.041, -1.179, -2.259], [0.864, -2.155, -0.911], [-0.273, 1.369, -0.589], [5.801, -2.852, 2.448], [6.022, -1.981, 1.263], [4.843, -1.916, 0.260], [6.275, -0.794, 1.424], [6.411, -2.606, 3.222], [5.948, -3.886, 2.198], [4.744, -2.766, 2.744], [6.843, -2.393, 0.756], [5.054, -1.495, -0.724], [3.976, -1.263, 0.511], [4.556, -2.971, 0.101], [7.090, -0.676, 0.917], [2.887, 0.273, -3.699], [3.223, 1.179, -4.818], [3.599, 0.368, -6.116], [2.287, 1.905, -5.228], [2.444, -0.641, -3.988], [2.225, 0.760, -3.066], [3.820, 0.086, -3.144], [4.074, 1.771, -4.486], [3.110, 0.540, -7.054], [3.754, -0.710, -5.971], [4.573, 0.757, -6.501], [2.226, 2.640, -4.617], [-2.081, -3.964, 2.305], [-2.571, -2.765, 2.992], [-3.684, -2.088, 2.215], [-2.890, -2.939, 4.199], [-2.840, -4.672, 1.904], [-1.322, -4.502, 2.897], [-1.650, -3.666, 1.351], [-1.679, -2.114, 2.992], [-4.173, -1.166, 2.627], [-4.622, -2.743, 2.109], [-3.356, -1.810, 1.221], [-3.825, -3.221, 4.356], [1.711, 3.018, 0.561], [0.481, 3.255, 1.415], [0.260, 4.679, 1.912], [-0.612, 2.817, 1.034], [1.485, 3.332, -0.454], [2.091, 2.005, 0.620], [2.530, 3.554, 0.956], [0.783, 2.735, 2.377], [0.059, 5.264, 0.983], [1.004, 5.276, 2.326], [-0.645, 4.747, 2.616], [-0.955, 2.213, 1.661]], "lowdin_charge": [-0.213, -0.088, 0.068, 0.046, 0.080, 0.087, -0.147, -0.117, 0.077, 0.082, 0.070, 0.123, -0.536, -0.094, 0.057, 0.070, 0.103, 0.134, 0.085, 0.189, -0.638, -0.127, 0.157, 0.185, 0.108, 0.098, 0.097, 0.071, -0.054, -0.633, -0.021, 0.005, 0.066, 0.092, 0.105, 0.131, 0.094, 0.042, 0.091, 0.116, -0.016, -0.626, -0.042, -0.008, 0.062, 0.091, 0.051, 0.122, 0.085, 0.078, 0.098, 0.026, 0.001, -0.593, 0.031, 0.010, 0.052, 0.077, 0.045, 0.098, 0.069, 0.058, 0.043, 0.048, -0.003, -0.650, -0.028, -0.001, 0.063, 0.094, 0.076, 0.128, 0.077, 0.060, 0.089, 0.163, -0.058, -0.620, -0.024, 0.027, 0.070, 0.040, 0.098, 0.134, 0.065, 0.072, 0.074, 0.126, -0.058, -0.687, -0.052, 0.020, 0.099, 0.093, 0.063, 0.117, 0.094, 0.105, 0.045, 0.147, -0.010, -0.620, -0.026, -0.006, 0.092, 0.056, 0.071, 0.154, 0.093, 0.044, 0.112, 0.064]}

=====

Asked for lowest unoccupied orbital energy across the records above, the calculation gives 0.02, -8.45, -0.91 eV in order.